An isolated molecule of C2H4 in a non-equilibrium geometry. Source: the OMol25 dataset; level of theory: ωB97M-V with the def2-TZVPD basis set.

Values from the calculation:
ΔE to the lowest compared entry with this formula, charge and spin ... 114.4 kJ/mol
Orbital gap ... 11.339 eV
LUMO level ... 1.4 eV
E_HOMO ... -9.97 eV
Charge ... 0
E ... -78.52284 a.u.
M ... 28.05 g/mol
Structure (SMILES) ... C=C

Each line ends with the Mulliken charge.
Geometry (Å):
C  -0.4567  -0.3899  0.1764  -0.44
C  0.3344  0.5487  -0.0962  -0.36
H  -0.6647  -1.0829  -0.7840  0.15
H  -0.6440  -0.8808  1.1531  0.25
H  0.9262  0.3977  -1.1050  0.18
H  0.5048  1.4073  0.6557  0.22



A cluster of 21 separate species, C2H44O22 in total in a non-equilibrium geometry. Source: the OMol25 dataset; level of theory: ωB97M-V with the def2-TZVPD basis set.

Values from the calculation:
ΔE to the lowest compared entry with this formula, charge and spin ... 0.0 kJ/mol
Orbital gap ... 8.333 eV
LUMO level ... 4.6 eV
E_HOMO ... -3.70 eV
Charge ... -2
E ... -1757.97950 a.u.
M ... 420.35 g/mol

Each line ends with the Mulliken charge.
Geometry (Å):
O  -0.4049  0.1466  -1.6370  0.85
C  -0.2394  0.4766  -0.2502  1.74
C  -0.0516  -0.8643  0.5071  2.67
O  -0.2140  -0.6674  1.8678  0.06
H  -1.1279  1.0719  0.0578  -0.55
H  0.6567  1.1087  -0.0500  -0.33
H  0.9912  -1.1790  0.4310  -3.27
H  -0.7039  -1.6593  0.1389  0.88
O  -2.4334  1.9436  -2.1000  -0.74
H  -1.6390  1.4596  -1.9007  0.23
H  -2.5520  2.5156  -1.3405  0.51
O  -0.6475  -1.1003  4.4145  -0.71
H  -0.7724  -1.0802  3.4598  0.22
H  -1.3586  -1.6419  4.7129  0.24
O  -0.1678  1.2101  -3.8714  -0.92
H  -0.7820  1.9832  -3.8891  0.37
H  -0.3325  0.8296  -3.0070  0.13
O  -1.2172  -3.5582  1.8061  -0.70
H  -0.9115  -2.6501  1.7778  0.29
H  -0.4754  -3.9022  1.3437  0.47
O  -2.7604  -0.5753  1.5718  -0.88
H  -1.7805  -0.5704  1.7242  0.10
H  -2.9108  -0.6866  0.6305  0.50
O  -0.6103  -2.4752  -2.2282  -0.91
H  -0.4428  -1.6256  -1.7880  -0.40
H  -1.5391  -2.5732  -2.0481  0.37
O  3.2622  0.7235  -0.2666  -0.64
H  4.0471  0.1524  -0.0314  0.30
H  2.6691  0.7041  0.4866  0.38
O  3.5208  -2.2059  0.3387  -0.65
H  4.0128  -2.2941  -0.4483  0.21
H  2.7209  -1.7838  0.0726  -0.10
O  -3.7662  1.9052  0.7480  -0.58
H  -4.4499  1.2577  0.9046  0.33
H  -3.1115  1.3127  1.1100  0.41
O  2.7252  1.7277  -2.5964  -0.76
H  2.7466  1.2348  -1.7750  0.46
H  2.2761  1.1735  -3.2139  0.30
O  2.0212  -1.2914  -2.2531  -0.73
H  1.2773  -0.7305  -1.9180  -0.12
H  1.6506  -2.1345  -2.2198  0.35
O  2.2078  3.4958  1.7987  -0.68
H  1.9795  2.5752  2.0003  0.39
H  1.3775  3.9820  1.8329  0.31
O  -1.7101  -0.7743  -4.5352  -0.76
H  -1.3654  -1.2827  -3.8037  0.41
H  -1.1688  0.0250  -4.5340  0.44
O  1.5465  -4.2662  0.8568  -0.63
H  1.7612  -3.6569  1.5339  0.32
H  1.5602  -5.1023  1.3137  0.26
O  -3.0890  -0.6170  -1.0713  -0.79
H  -3.6421  -0.1074  -1.6503  0.33
H  -2.1952  -0.2839  -1.3438  0.32
O  -0.9248  2.1776  2.3640  -0.67
H  -0.8363  1.3137  2.0028  0.13
H  -0.8855  2.0529  3.3506  0.27
O  -1.5252  3.8989  0.1155  -0.77
H  -1.5201  3.3000  0.8721  0.35
H  -0.7620  3.6089  -0.4166  0.41
O  2.1183  0.7768  2.0672  -0.79
H  1.2066  0.4189  2.0709  0.13
H  2.6135  0.1281  2.5545  0.35
O  1.7263  -2.2753  2.9084  -0.80
H  1.0835  -1.7318  2.4416  0.19
H  1.7636  -1.8663  3.7451  0.34
O  0.2964  3.0795  -1.6750  -0.63
H  1.0781  3.2489  -2.1489  0.25
H  0.1303  2.1941  -1.9219  -0.05



An isolated molecule of C2H4BClO3 in a non-equilibrium geometry. Source: the OMol25 dataset; level of theory: ωB97M-V with the def2-TZVPD basis set.

Values from the calculation:
ΔE to the lowest compared entry with this formula, charge and spin ... 0.0 kJ/mol
Orbital gap ... 9.775 eV
LUMO level ... 0.2 eV
E_HOMO ... -9.57 eV
Charge ... 0
E ... -789.47789 a.u.
M ... 122.32 g/mol
Structure (SMILES) ... C=C(Cl)OB(O)O

Each line ends with the Mulliken charge.
Geometry (Å):
C  1.4464  -1.3897  0.2097  -0.56
C  1.3059  -0.1936  -0.2437  0.41
Cl  2.4427  1.0752  -0.2646  -0.17
O  0.1267  0.1023  -1.0024  -0.34
B  -0.9913  0.4682  -0.3311  0.66
O  -0.8365  0.4827  1.0529  -0.50
O  -2.1206  0.7744  -0.9596  -0.55
H  2.4708  -1.5009  0.6400  0.22
H  0.6056  -2.0782  0.1807  0.25
H  -1.4828  1.0713  1.4416  0.26
H  -2.9671  1.1884  -0.7236  0.32



An isolated molecule of C2H4BFO in a non-equilibrium geometry. Source: the OMol25 dataset; level of theory: ωB97M-V with the def2-TZVPD basis set.

Values from the calculation:
ΔE to the lowest compared entry with this formula, charge and spin ... 307.8 kJ/mol
Orbital gap (spin up / spin down) ... 7.860 / 7.862 eV
LUMO level (spin up / spin down) ... -1.4 / -1.4 eV
E_HOMO (spin up / spin down) ... -9.30 / -9.31 eV
Charge ... 0
E ... -278.43284 a.u.
M ... 73.86 g/mol

Each line ends with the Mulliken charge.
Geometry (Å):
B  -0.5262  0.1430  0.4482  -0.09
C  -0.0420  -1.2016  -0.3663  0.06
C  0.4399  1.1958  -0.0014  0.17
O  0.6690  -1.3428  -1.3003  -0.41
F  0.8023  1.2064  -1.2668  -0.12
H  -0.6546  0.0243  1.7054  -0.09
H  -1.5585  0.4375  -0.1163  0.00
H  -0.3952  -2.2067  0.2062  0.23
H  1.2653  1.7441  0.6914  0.25



An isolated molecule of C2H4Br2. Source: the OMol25 dataset; level of theory: ωB97M-V with the def2-TZVPD basis set.

Values from the calculation:
ΔE to the lowest compared entry with this formula, charge and spin ... 10.8 kJ/mol
Orbital gap ... 10.989 eV
LUMO level ... 0.6 eV
E_HOMO ... -10.41 eV
Charge ... 0
E ... -5226.63056 a.u.
M ... 187.86 g/mol
Structure (SMILES) ... BrCCBr

Each line ends with the Mulliken charge.
Geometry (Å):
Br  -1.5993  -0.7302  1.5157  -0.17
C  -0.7220  -0.1850  -0.1785  -0.56
C  0.7477  0.0693  0.1041  -0.56
Br  1.4314  1.3075  -1.2665  -0.16
H  -1.2331  0.7443  -0.3843  0.37
H  -0.8436  -0.9648  -0.9201  0.36
H  1.3701  -0.8160  0.0709  0.35
H  0.8488  0.5749  1.0587  0.36



A cluster of 2 separate species, C2H4Br2Si in total in a non-equilibrium geometry. Source: the OMol25 dataset; level of theory: ωB97M-V with the def2-TZVPD basis set.

Values from the calculation:
ΔE to the lowest compared entry with this formula, charge and spin ... 115.3 kJ/mol
Orbital gap (spin up / spin down) ... 7.878 / 7.750 eV
LUMO level (spin up / spin down) ... -1.2 / -0.5 eV
E_HOMO (spin up / spin down) ... -9.10 / -8.28 eV
Charge ... 0
E ... -5516.05656 a.u.
M ... 215.95 g/mol

Each line ends with the Mulliken charge.
Geometry (Å):
C  -0.7931  0.1407  1.1029  -0.34
C  -0.6446  -0.3869  -0.0704  -0.34
Si  2.4353  -0.0307  -0.7746  0.47
Br  2.5924  2.0049  0.1174  -0.19
Br  4.0113  -1.3232  0.1016  -0.18
H  -1.7529  0.1766  1.6219  0.24
H  0.0166  0.6054  1.6517  0.12
H  -1.2683  -0.8960  -0.7662  0.30
H  2.6615  0.0504  -2.2034  -0.07